Arrangement w

# C37H36F5GeN3NaO4S

C37H36F5GeN3NaO4S as an isolated structure (ωB97M-V/def2-TZVPD, the OMol25 dataset).

Results
charge: -2
frontier orbital gap (spin up / spin down): 5.464 / 5.929 eV
multiplicity: 2

Each line ends with the Löwdin spin population.
Positions of all 88 atoms, in Å:
Na1 0.55 0.10 1.27  0.0146
C1 -1.88 0.32 5.71  0.0000
C2 -1.20 -0.91 6.31  0.0000
N1 -1.13 -2.04 5.40  0.0000
C3 -2.16 -3.06 5.48  0.0000
C4 -3.46 -2.72 4.74  0.0000
C5 -0.30 -2.01 4.31  0.0000
S1 1.09 -1.05 4.32  0.0003
N2 -0.59 -2.88 3.34  0.0000
C6 -0.73 -2.56 2.08  0.0001
O1 -0.80 -1.39 1.63  0.0016
C7 -0.92 -3.71 1.13  0.0002
C8 -1.40 -4.94 1.57  0.0001
C9 -1.59 -5.98 0.68  -0.0001
C10 -1.30 -5.80 -0.67  0.0001
C11 -0.83 -4.57 -1.12  0.0001
C12 -0.64 -3.53 -0.22  0.0024
H1 -1.79 1.17 6.39  0.0000
H2 -2.93 0.13 5.50  0.0000
H3 -1.39 0.58 4.77  0.0000
H4 -1.74 -1.24 7.21  0.0000
H5 -0.18 -0.65 6.59  0.0000
H6 -2.36 -3.25 6.54  0.0000
H7 -1.75 -3.96 5.04  0.0000
H8 -4.02 -1.93 5.25  0.0000
H9 -4.10 -3.60 4.68  0.0000
H10 -3.22 -2.40 3.73  0.0000
H11 -1.62 -5.06 2.62  0.0000
H12 -1.97 -6.94 1.02  0.0000
H13 -1.44 -6.62 -1.37  0.0000
H14 -0.61 -4.43 -2.17  0.0000
H15 -0.28 -2.57 -0.56  0.0063
O2 4.19 -0.26 -0.79  0.0126
C13 3.28 0.07 -0.02  0.0116
O3 2.08 -0.35 -0.02  0.1071
C14 3.62 1.11 1.04  0.0028
C15 4.92 1.59 1.14  0.0007
C16 5.19 2.64 2.00  0.0001
C17 4.14 3.16 2.76  0.0003
C18 2.89 2.59 2.62  0.0000
N3 2.62 1.59 1.79  0.0004
H16 5.68 1.14 0.51  0.0001
H17 6.19 3.05 2.08  0.0000
H18 4.30 4.00 3.43  0.0000
H19 2.05 2.96 3.20  0.0000
C19 2.20 -1.57 -3.10  0.0748
Ge1 1.00 -0.14 -2.35  0.4335
C20 2.08 1.49 -2.87  0.0705
C21 2.53 2.43 -1.95  0.0028
C22 3.40 3.45 -2.34  -0.0001
C23 3.80 3.55 -3.66  -0.0012
C24 3.31 2.65 -4.60  0.0038
C25 2.47 1.62 -4.20  0.0151
C26 -0.51 -0.10 -3.72  0.0911
C27 -0.86 -1.30 -4.31  0.0274
C28 -1.98 -1.42 -5.15  0.0013
C29 -2.77 -0.34 -5.41  0.0193
C30 -2.50 0.90 -4.79  0.0020
C31 -3.35 2.02 -4.97  0.0026
C32 -3.12 3.20 -4.31  -0.0026
C33 -2.02 3.31 -3.44  0.0030
C34 -1.17 2.25 -3.25  -0.0003
C35 -1.38 1.01 -3.92  0.0121
H20 2.28 -1.47 -4.18  0.0104
H21 1.86 -2.58 -2.85  0.0006
H22 3.18 -1.41 -2.65  0.0001
H23 2.20 2.38 -0.93  0.0008
H24 3.76 4.16 -1.60  0.0000
H25 4.48 4.34 -3.97  -0.0001
H26 3.60 2.73 -5.64  0.0006
H27 2.10 0.92 -4.93  0.0029
H28 -0.24 -2.17 -4.13  0.0016
H29 -2.21 -2.38 -5.60  -0.0003
H30 -3.64 -0.43 -6.06  0.0015
H31 -4.20 1.93 -5.63  0.0003
H32 -3.79 4.04 -4.43  -0.0003
H33 -1.85 4.23 -2.89  0.0003
H34 -0.35 2.33 -2.56  0.0021
F1 -0.20 2.34 -0.01  0.0078
C36 -1.46 2.74 0.53  0.0005
F2 -1.53 1.95 1.70  0.0003
C37 -1.17 4.12 1.05  0.0001
F3 -2.25 4.64 1.69  0.0001
F4 -0.89 4.97 0.03  0.0000
F5 -0.13 4.28 1.94  0.0000
O4 -1.75 -0.35 -0.84  0.0525
H35 -1.52 -0.72 0.02  0.0006
H36 -1.83 0.61 -0.68  0.0007

***

Arrangement x

# C37H36F5GeN3NaO4S

C37H36F5GeN3NaO4S as an isolated structure (ωB97M-V/def2-TZVPD, the OMol25 dataset).

Results
charge: -2
frontier orbital gap (spin up / spin down): 5.747 / 5.775 eV
multiplicity: 2

Each line ends with the Löwdin spin population.
Positions of all 88 atoms, in Å:
Na1 -0.55 -0.32 -0.58  0.0373
C1 3.36 3.39 -4.52  0.0005
C2 2.87 2.02 -4.97  0.0006
N1 2.91 1.01 -3.92  0.0058
C3 4.07 0.14 -3.92  0.0003
C4 3.90 -1.07 -4.83  0.0007
C5 1.86 0.84 -3.06  0.0097
S1 1.83 -0.53 -2.06  0.0455
N2 0.89 1.77 -3.22  0.0023
C6 -0.01 2.05 -2.28  0.0009
O1 -0.01 1.73 -1.08  0.0071
C7 -1.16 2.92 -2.75  0.0001
C8 -1.26 3.36 -4.07  0.0001
C9 -2.33 4.14 -4.48  0.0000
C10 -3.32 4.49 -3.56  0.0000
C11 -3.23 4.05 -2.25  0.0000
C12 -2.15 3.27 -1.85  0.0001
H1 3.31 4.10 -5.35  0.0001
H2 4.39 3.34 -4.17  0.0000
H3 2.73 3.76 -3.71  0.0000
H4 3.49 1.65 -5.79  0.0000
H5 1.84 2.09 -5.33  0.0001
H6 4.26 -0.19 -2.90  0.0001
H7 4.93 0.74 -4.23  0.0000
H8 3.06 -1.67 -4.48  0.0004
H9 4.80 -1.70 -4.81  0.0000
H10 3.72 -0.77 -5.86  0.0000
H11 -0.48 3.07 -4.76  0.0000
H12 -2.40 4.48 -5.51  0.0000
H13 -4.16 5.09 -3.88  0.0000
H14 -4.00 4.30 -1.53  0.0000
H15 -2.07 2.92 -0.83  0.0000
O2 -1.84 1.77 2.56  0.0029
C13 -1.77 0.79 1.81  0.0029
O3 -0.80 0.00 1.64  0.0421
C14 -3.03 0.51 0.97  0.0009
C15 -4.25 1.04 1.38  0.0002
C16 -5.37 0.78 0.62  0.0000
C17 -5.24 0.02 -0.54  0.0001
C18 -3.98 -0.45 -0.88  0.0000
N3 -2.90 -0.22 -0.14  0.0002
H16 -4.27 1.65 2.27  0.0000
H17 -6.34 1.17 0.91  0.0000
H18 -6.09 -0.20 -1.17  0.0000
H19 -3.82 -1.03 -1.78  0.0000
C19 1.77 -1.17 3.10  0.0918
Ge1 2.18 -0.04 1.54  0.4630
C20 2.25 1.85 2.10  0.0790
C21 1.23 2.76 1.85  0.0072
C22 1.34 4.08 2.26  -0.0006
C23 2.48 4.52 2.93  0.0020
C24 3.51 3.62 3.19  0.0035
C25 3.39 2.30 2.77  0.0176
C26 4.03 -0.47 0.96  0.0738
C27 4.61 -1.63 1.41  0.0341
C28 5.91 -2.01 1.03  0.0007
C29 6.66 -1.21 0.21  0.0257
C30 6.11 -0.01 -0.29  0.0008
C31 6.85 0.84 -1.14  0.0039
C32 6.31 2.00 -1.63  -0.0035
C33 4.99 2.35 -1.29  0.0053
C34 4.24 1.55 -0.48  -0.0016
C35 4.78 0.36 0.07  0.0096
H20 2.62 -1.18 3.79  0.0134
H21 1.51 -2.19 2.81  0.0016
H22 0.90 -0.72 3.58  0.0002
H23 0.34 2.45 1.32  0.0010
H24 0.53 4.77 2.06  -0.0001
H25 2.56 5.55 3.25  0.0002
H26 4.40 3.95 3.71  0.0005
H27 4.21 1.62 2.96  0.0026
H28 4.06 -2.29 2.07  0.0023
H29 6.32 -2.95 1.41  -0.0006
H30 7.66 -1.49 -0.08  0.0018
H31 7.86 0.55 -1.41  0.0003
H32 6.89 2.64 -2.28  -0.0004
H33 4.55 3.26 -1.70  0.0005
H34 3.21 1.80 -0.27  0.0021
F1 -1.90 -1.54 -2.97  0.0000
C36 -1.29 -2.81 -2.73  0.0000
F2 -1.04 -2.74 -1.29  0.0002
C37 -2.47 -3.77 -2.79  0.0000
F3 -2.10 -5.02 -2.42  0.0000
F4 -2.95 -3.86 -4.05  0.0000
F5 -3.56 -3.49 -2.02  0.0000
O4 -1.34 -2.89 1.65  0.0012
H35 -1.13 -1.94 1.70  0.0000
H36 -1.38 -3.07 0.70  0.0000

***

Which one is most stable, and which one is least stable? arrangement x is the most stable of them, while arrangement w is the least stable.

***

Arrangement w

# C3H7NO

A 2-piece molecular cluster, C3H7NO overall (ωB97M-V/def2-TZVPD, the OMol25 dataset).

Results
charge: +1
frontier orbital gap (spin up / spin down): 6.401 / 3.600 eV
multiplicity: 2

Each line ends with the natural charge from an NBO analysis.
Positions of all 12 atoms, in Å:
C1 1.70 -1.98 -0.63  -0.0427
C2 1.07 -3.14 -0.29  -0.0402
H1 1.18 -1.04 -0.40  0.2775
H2 2.62 -1.85 -1.21  0.2724
H3 -0.01 -3.27 -0.32  0.2714
H4 1.65 -4.01 0.03  0.2590
C3 -1.39 1.90 0.53  0.5300
N1 -1.24 3.23 0.40  -0.8088
O1 -1.21 1.10 -0.37  -0.6391
H5 -1.58 1.54 1.55  0.1124
H6 -1.43 3.68 -0.48  0.4079
H7 -1.36 3.85 1.19  0.4001

***

Arrangement x

# C3H7NO

A 2-piece molecular cluster, C3H7NO overall (ωB97M-V/def2-TZVPD, the OMol25 dataset).

Results
charge: +1
frontier orbital gap (spin up / spin down): 4.592 / 1.854 eV
multiplicity: 2

Each line ends with the natural charge from an NBO analysis.
Positions of all 12 atoms, in Å:
C1 1.29 3.62 0.63  0.0819
N1 0.87 4.83 0.43  -0.1023
H1 1.27 2.83 1.46  0.3270
H2 2.00 3.24 -0.07  0.2763
H3 -0.04 4.98 0.65  0.4153
O1 -1.27 -3.75 0.22  -0.4938
C2 -0.65 -3.17 -0.70  0.4030
C3 -0.33 -1.71 -0.56  -0.7403
H4 -0.30 -3.71 -1.63  0.1435
H5 0.72 -1.49 -0.31  0.2324
H6 -0.71 -1.04 -1.37  0.2306
H7 -0.81 -1.10 0.28  0.2264

***

Which one is most stable, and which one is least stable? arrangement w is the most stable of them, while arrangement x is the least stable.

***

Arrangement w

# C4H6N3

A 3-piece molecular cluster, C4H6N3 overall (ωB97M-V/def2-TZVPD, the OMol25 dataset).

Results
charge: +1
frontier orbital gap (spin up / spin down): 7.850 / 7.849 eV

Each line ends with the natural charge from an NBO analysis.
Positions of all 13 atoms, in Å:
C1 -2.47 2.00 2.52  0.0996
C2 -1.74 1.41 1.77  -0.2321
C3 -0.92 0.85 0.92  0.4554
C4 1.28 -2.15 -0.19  -0.0452
N1 -0.36 0.21 0.15  -0.0534
N2 1.13 -1.13 -1.01  -0.2117
N3 0.51 0.06 -0.79  -0.1812
H1 -3.36 2.23 3.07  0.2722
H2 0.59 -2.28 0.64  0.2176
H3 1.65 -3.08 -0.46  0.2331
H4 1.46 1.48 -2.62  -0.0310
H5 1.52 -1.04 -1.94  0.4618
H6 0.70 1.43 -2.08  0.0148

***

Arrangement x

# C4H6N3

A 2-piece molecular cluster, C4H6N3 overall (ωB97M-V/def2-TZVPD, the OMol25 dataset).

Results
charge: +1
frontier orbital gap (spin up / spin down): 6.610 / 6.605 eV

Each line ends with the natural charge from an NBO analysis.
Positions of all 13 atoms, in Å:
C1 -1.94 -0.37 -1.06  0.0798
C2 -0.48 -0.53 -0.92  -0.0575
C3 1.61 1.18 2.03  0.1381
C4 0.51 -1.21 -1.59  -0.1304
N1 -2.36 0.23 0.01  -0.2474
N2 -1.29 0.55 0.76  0.0225
N3 -0.23 0.19 0.24  -0.2038
H1 -2.54 -1.03 -1.78  0.2568
H2 2.11 1.08 1.00  0.2523
H3 1.62 0.50 2.76  0.1748
H4 0.30 -1.76 -2.59  0.2591
H5 1.17 2.19 2.39  0.2371
H6 1.50 -1.02 -1.26  0.2185

***

Arrangement y

# C4H6N3

An isolated ion of composition C4H6N3 and charge +1 (ωB97M-V/def2-TZVPD, the OMol25 dataset).

Results
charge: +1
frontier orbital gap: 10.537 eV
SMILES string: [H]/N=C1/[C@H](C)N1C#[NH+]

Each line ends with the natural charge from an NBO analysis.
Positions of all 13 atoms, in Å:
H1 -0.60 -3.45 -0.60  0.4420
N1 -0.94 -2.55 -0.21  -0.5153
C1 -0.42 -1.49 0.10  0.5230
C2 -0.53 -0.17 0.66  -0.0141
C3 -0.96 0.98 -0.24  -0.6541
N2 0.85 -0.69 0.32  -0.5480
C4 2.08 -0.45 0.12  0.7980
N3 3.18 -0.11 -0.16  -0.5412
H2 -0.67 0.03 1.66  0.2547
H3 -0.58 1.84 0.20  0.2385
H4 -2.05 1.25 -0.15  0.2752
H5 -0.47 1.06 -1.24  0.2496
H6 4.11 -0.47 -0.42  0.4917

***

Which one is most stable, and which one is least stable? arrangement y is the most stable of them, while arrangement w is the least stable.

***

Arrangement w

# C3H13NO3

A 4-piece molecular cluster, C3H13NO3 overall (ωB97M-V/def2-TZVPD, the OMol25 dataset).

Results
charge: -1
frontier orbital gap (spin up / spin down): 1.833 / 8.257 eV
multiplicity: 2

Each line ends with the natural charge from an NBO analysis.
Positions of all 20 atoms, in Å:
C1 0.98 2.09 0.85  -0.6371
C2 0.48 0.89 0.14  -0.3385
C3 1.29 0.23 -0.70  -0.2246
N1 1.04 -1.09 -1.15  -0.8843
H1 1.83 1.84 1.51  0.1973
H2 0.26 2.43 1.56  0.2033
H3 1.23 2.91 0.18  0.1975
H4 -0.31 0.26 0.52  0.1818
H5 2.33 0.55 -0.71  0.1297
H6 0.17 -1.20 -1.66  0.3704
H7 1.73 -1.32 -1.86  0.2819
H8 -2.25 1.01 -2.64  0.3858
H9 -0.76 0.58 -2.96  0.4725
O1 -1.59 0.32 -2.51  -1.1961
H10 0.40 -2.04 2.89  0.4587
H11 1.01 -1.27 1.69  0.4840
O2 0.42 -1.19 2.45  -0.9967
H12 -1.99 -1.61 0.75  0.4750
H13 -3.44 -1.33 0.72  0.4333
O3 -2.84 -2.05 0.93  -0.9938

***

Arrangement x

# C3H13NO3

A 4-piece molecular cluster, C3H13NO3 overall (ωB97M-V/def2-TZVPD, the OMol25 dataset).

Results
charge: -1
frontier orbital gap (spin up / spin down): 2.438 / 9.803 eV
multiplicity: 2

Each line ends with the natural charge from an NBO analysis.
Positions of all 20 atoms, in Å:
N1 -0.60 0.06 -1.38  -0.9032
C1 -1.75 0.24 -0.47  -0.2969
C2 -1.74 -0.59 1.88  -0.4717
C3 -1.27 0.24 0.95  -0.2559
H1 0.09 0.80 -1.22  0.4145
H2 -0.90 0.13 -2.34  0.3489
H3 -2.26 1.18 -0.70  0.1774
H4 -2.42 -0.61 -0.60  0.1719
H5 -1.37 -0.55 2.89  0.1904
H6 -2.48 -1.33 1.62  0.1740
H7 -0.50 0.97 1.19  0.2211
H8 1.84 1.40 -0.32  0.4903
H9 1.47 2.88 -0.70  0.3738
O1 1.10 2.00 -0.59  -1.3400
H10 3.31 -0.17 0.93  0.4092
H11 2.33 -0.78 -0.06  0.4930
O2 2.90 0.00 0.10  -1.1293
H12 0.69 -2.50 0.18  0.4591
H13 0.43 -1.36 -0.84  0.5004
O3 1.12 -2.00 -0.53  -1.0271

***

Which one is most stable, and which one is least stable? arrangement x is the most stable of them, while arrangement w is the least stable.

***

Arrangement w

# C3H5ClS

A 2-piece molecular cluster, C3H5ClS overall (ωB97M-V/def2-TZVPD, the OMol25 dataset).

Results
frontier orbital gap (spin up / spin down): 8.656 / 8.657 eV

Each line ends with the natural charge from an NBO analysis.
Positions of all 10 atoms, in Å:
C1 -1.77 0.45 0.54  -0.5097
C2 -1.03 -0.08 -0.44  -0.0523
C3 1.22 -0.61 -0.07  -0.5611
S1 1.97 0.65 0.86  0.0716
Cl1 -1.46 -0.72 -1.90  0.0536
H1 -2.77 0.72 0.23  0.2058
H2 -1.49 0.89 1.48  0.2304
H3 1.53 -1.02 -1.10  0.2364
H4 1.28 -1.46 0.62  0.2074
H5 2.51 1.18 -0.21  0.1179

***

Arrangement x

# C3H5ClS

One molecule with the formula C3H5ClS (ωB97M-V/def2-TZVPD, the OMol25 dataset).

Results
frontier orbital gap: 8.340 eV
SMILES string: S=CCCCl

Each line ends with the natural charge from an NBO analysis.
Positions of all 10 atoms, in Å:
S1 -0.17 -1.56 -2.48  0.0375
C1 0.77 -1.17 -1.22  -0.2776
C2 0.39 -0.64 0.11  -0.4993
C3 -0.22 0.85 -0.06  -0.3036
Cl1 1.23 1.91 0.37  -0.1047
H1 1.82 -1.25 -1.66  0.2262
H2 1.16 -0.58 0.80  0.2374
H3 -0.50 -1.39 0.48  0.2410
H4 -1.02 1.07 0.64  0.2275
H5 -0.39 0.97 -1.07  0.2156

***

Which one is most stable, and which one is least stable? arrangement x is the most stable of them, while arrangement w is the least stable.

***

Arrangement w

# C8H9N3OS

One molecule with the formula C8H9N3OS (ωB97M-V/def2-TZVPD, the OMol25 dataset).

Results
frontier orbital gap: 7.881 eV

Each line ends with the natural charge from an NBO analysis.
Positions of all 22 atoms, in Å:
C1 3.54 -0.28 0.42  -0.2560
C2 3.42 0.99 -0.13  -0.1806
C3 2.40 -0.99 0.75  -0.1782
C4 2.17 1.54 -0.34  -0.2835
C5 1.14 -0.45 0.54  -0.3017
C6 1.01 0.83 -0.01  0.2628
C7 -3.41 -1.11 -0.62  -0.1729
C8 -1.45 0.96 0.05  0.1966
N1 -2.46 1.68 -0.23  -0.1619
N2 -3.43 -2.42 -0.67  -0.7527
N3 -0.21 1.43 -0.26  -0.6038
O1 -3.72 1.30 0.06  -0.4893
S1 -4.10 -0.26 0.65  0.5230
H1 4.51 -0.71 0.59  0.2130
H2 4.30 1.56 -0.39  0.2144
H3 2.49 -1.98 1.18  0.2123
H4 2.08 2.53 -0.77  0.2074
H5 0.27 -1.02 0.80  0.2079
H6 -1.51 0.00 0.55  0.1831
H7 -2.99 -2.86 -1.46  0.3926
H8 -3.87 -3.06 -0.01  0.3641
H9 -0.19 2.34 -0.70  0.4036

***

Arrangement x

# C8H9N3OS

One molecule with the formula C8H9N3OS (ωB97M-V/def2-TZVPD, the OMol25 dataset).

Results
frontier orbital gap: 8.668 eV
SMILES string: NC(=S)N/N=C\c1ccccc1O

Each line ends with the natural charge from an NBO analysis.
Positions of all 22 atoms, in Å:
N1 -0.93 -2.50 -1.54  -0.8115
C1 -0.16 -2.43 -0.38  0.2689
S1 0.28 -3.82 0.44  -0.1756
N2 0.18 -1.15 -0.04  -0.4582
N3 0.34 -0.89 1.24  -0.1652
C2 0.14 0.34 1.65  -0.0208
C3 -0.20 1.35 0.68  -0.2372
C4 -1.48 2.00 0.60  -0.1644
C5 -1.67 3.01 -0.31  -0.2538
C6 -0.64 3.37 -1.19  -0.1713
C7 0.62 2.78 -1.09  -0.2817
C8 0.91 1.83 -0.12  0.3432
O1 2.13 1.43 0.07  -0.6486
H1 -0.97 -3.45 -1.96  0.4120
H2 -0.81 -1.79 -2.30  0.3824
H3 -0.21 -0.37 -0.63  0.3771
H4 0.28 0.66 2.71  0.2188
H5 -2.21 1.79 1.35  0.2216
H6 -2.67 3.40 -0.45  0.2196
H7 -0.71 4.11 -1.95  0.2184
H8 1.45 2.92 -1.79  0.2258
H9 2.16 0.67 0.72  0.5003

***

Which one is most stable, and which one is least stable? arrangement x is the most stable of them, while arrangement w is the least stable.